C14H32Br10N4O8 | ωB97M-V/def2-TZVPD

Last column: Löwdin spin population.
Geometry (Å):
C1 -28.80 -14.19 -0.04  0.001
N1 -27.39 -13.70 0.16  0.001
O1 -26.51 -13.80 -0.74  0.001
O2 -27.23 -13.31 1.31  0.000
H1 -29.26 -13.61 -0.83  0.000
H2 -29.49 -14.02 0.78  0.000
H3 -28.77 -15.27 -0.21  0.000
C2 -29.33 -14.40 4.15  0.026
N2 -30.28 -15.41 4.74  0.427
O3 -31.20 -15.81 4.02  0.238
O4 -30.19 -15.74 5.93  0.246
H4 -29.69 -13.40 3.92  0.011
H5 -28.74 -14.76 3.30  0.009
H6 -28.59 -14.09 4.89  0.000
C3 -33.72 -11.95 2.60  0.000
N3 -32.36 -12.42 2.97  0.001
O5 -32.13 -12.69 4.10  0.003
O6 -31.58 -12.35 2.04  0.001
H7 -34.46 -12.71 2.83  0.000
H8 -33.81 -11.70 1.54  0.000
H9 -33.98 -11.06 3.18  0.000
C4 -32.55 -16.86 7.27  0.005
N4 -34.06 -16.73 7.01  0.000
O7 -34.62 -17.51 6.30  0.000
O8 -34.71 -15.99 7.79  0.000
H10 -32.10 -15.95 7.67  0.003
H11 -32.15 -17.13 6.29  0.001
H12 -32.34 -17.68 7.95  0.000
Br1 -26.82 -11.76 4.99  0.001
C5 -27.01 -10.56 3.44  0.000
C6 -28.48 -10.56 3.01  0.001
Br2 -28.62 -9.32 1.41  0.001
H13 -26.41 -10.94 2.61  0.000
H14 -26.59 -9.59 3.73  0.000
H15 -29.15 -10.18 3.79  0.000
H16 -28.79 -11.51 2.58  0.001
Br3 -26.20 -15.41 5.73  0.001
C7 -24.43 -15.53 6.62  0.000
C8 -24.53 -15.45 8.12  0.000
Br4 -22.65 -15.74 8.88  0.000
H17 -23.87 -14.68 6.23  0.000
H18 -23.92 -16.46 6.36  0.000
H19 -25.26 -16.14 8.54  0.000
H20 -24.86 -14.44 8.34  0.000
Br5 -27.57 -14.84 9.65  0.001
C9 -29.02 -16.20 9.39  0.000
C10 -28.47 -17.66 9.47  0.000
Br6 -29.97 -18.92 9.23  0.001
H21 -29.32 -15.97 8.37  0.001
H22 -29.86 -16.00 10.06  0.000
H23 -27.99 -17.70 10.44  0.000
H24 -27.78 -17.78 8.64  0.000
Br7 -31.75 -16.76 -0.59  0.001
C11 -33.04 -16.08 0.77  0.000
C12 -33.78 -14.82 0.21  0.000
Br8 -35.47 -14.68 1.34  0.001
H25 -32.47 -15.81 1.66  0.001
H26 -33.67 -16.95 0.91  0.000
H27 -34.09 -14.99 -0.82  0.000
H28 -33.15 -13.93 0.15  0.000
Br9 -33.39 -19.08 2.64  0.001
C13 -31.91 -18.97 3.98  0.004
C14 -31.13 -20.30 3.91  0.000
Br10 -29.57 -20.14 5.10  0.001
H29 -32.38 -18.67 4.92  0.000
H30 -31.20 -18.19 3.72  0.003
H31 -30.76 -20.61 2.93  0.000
H32 -31.73 -21.09 4.37  0.000

* net charge: -1
* Kohn-Sham gap (alpha / beta): 3.63 / 7.19 eV
* 2S+1: 2

***

C14H32NO3P2Pr | ωB97M-V/def2-TZVPD

Last column: Löwdin spin population.
Geometry (Å):
C1 -0.81 0.90 -3.90  0.000
C2 -0.83 0.40 -2.59  -0.001
N1 0.19 0.74 -1.73  -0.004
C3 0.92 1.83 -2.01  0.000
C4 0.89 2.38 -3.29  0.000
C5 0.05 1.88 -4.25  0.000
C6 -1.89 -0.42 -2.13  -0.001
P1 -2.49 -0.56 -0.41  -0.017
Pr1 0.32 -1.15 0.29  2.068
P2 2.38 1.38 0.41  0.000
C7 1.79 2.52 -0.91  0.000
O1 -0.36 -3.59 -3.36  0.000
O2 -0.71 -3.67 0.12  0.000
H1 -1.55 0.47 -4.54  0.000
H2 1.54 3.22 -3.39  0.000
H3 0.03 2.35 -5.21  0.000
C8 -3.95 0.54 -0.44  -0.002
C9 -3.41 -2.20 -0.54  -0.006
H4 2.66 2.95 -1.44  0.000
H5 1.20 3.34 -0.44  0.000
H6 -0.96 -4.00 -3.97  0.000
H7 -2.33 -1.05 -2.91  0.000
C10 2.67 2.54 1.78  0.000
C11 4.10 1.12 -0.19  -0.001
H8 2.87 -1.12 0.01  -0.001
H9 -0.66 -4.32 0.81  0.000
H10 -0.59 -4.17 -0.71  0.000
H11 0.36 -3.19 -3.88  0.000
H12 -1.06 0.34 0.67  -0.021
H13 2.70 -1.40 0.79  0.000
H14 -4.74 0.17 -1.10  0.000
H15 -4.25 0.65 0.60  0.000
H16 -3.61 1.49 -0.83  0.000
H17 -4.26 -2.16 -1.25  -0.001
H18 -2.77 -3.04 -0.83  0.000
H19 -3.77 -2.43 0.47  0.000
H20 4.61 2.08 -0.32  0.000
H21 4.60 0.50 0.55  0.000
H22 4.06 0.58 -1.14  0.000
H23 3.64 3.06 1.65  0.000
H24 1.87 3.29 1.86  0.000
H25 2.69 1.96 2.70  0.000
C12 -1.35 -0.21 3.86  -0.001
C13 0.13 -0.24 3.55  -0.001
C14 0.96 -0.66 4.72  0.000
O3 0.42 -0.96 2.41  -0.011
H26 -1.71 -1.21 4.17  0.000
H27 -1.97 0.10 3.00  -0.001
H28 -1.52 0.49 4.70  0.000
H29 0.38 0.80 3.39  0.000
H30 0.71 -1.66 5.06  0.000
H31 2.04 -0.68 4.56  0.000
H32 0.74 0.01 5.56  0.000

* Kohn-Sham gap (alpha / beta): 5.03 / 4.98 eV
* 2S+1: 3

***

C14H33AsN3NiO5 | ωB97M-V/def2-TZVPD

Last column: Mulliken charge in e.
Geometry (Å):
Ni1 -0.28 0.47 0.16  0.144
O1 -0.60 -1.90 -0.34  -0.377
C1 0.13 -2.45 0.77  -0.622
C2 -0.35 -1.81 2.07  -0.790
N1 -0.38 -0.33 1.99  0.305
C3 -1.57 0.26 2.63  -0.410
C4 -2.27 1.29 1.76  0.357
O2 -3.06 2.07 2.23  -0.644
O3 -1.97 1.20 0.49  -0.538
C5 0.91 0.21 2.47  -0.545
C6 1.99 -0.03 1.41  0.226
O4 3.11 -0.39 1.70  -0.651
O5 1.58 0.17 0.18  -0.456
H1 -1.54 -2.06 -0.21  0.278
H2 1.17 -2.22 0.58  0.335
H3 0.01 -3.54 0.81  0.479
H4 0.29 -2.14 2.89  0.292
H5 -1.36 -2.17 2.30  0.438
H6 -1.34 0.66 3.62  0.351
H7 -2.32 -0.52 2.79  0.308
H8 1.21 -0.24 3.42  0.447
H9 0.80 1.29 2.64  0.418
N2 0.93 -1.06 -5.34  -0.513
C7 -0.19 -1.82 -4.78  -0.709
C8 -0.48 -1.33 -3.36  -0.023
N3 0.82 -1.12 -2.66  0.280
H10 1.45 -1.61 -6.02  0.224
H11 1.52 -0.92 -3.40  0.654
H12 0.62 -0.22 -5.81  0.189
H13 0.09 -2.88 -4.75  0.429
H14 -1.11 -1.76 -5.36  0.375
H15 -1.06 -2.04 -2.78  0.358
H16 -1.00 -0.38 -3.36  -0.072
H17 0.82 -0.34 -1.99  -0.693
H18 1.11 -1.95 -2.13  0.400
C9 -2.76 2.28 -2.47  -1.081
C10 -1.75 3.15 -1.73  -0.757
As1 -0.08 2.23 -1.42  0.823
C11 1.09 3.56 -0.63  -0.902
C12 0.65 3.94 0.78  -1.031
C13 0.66 2.08 -3.24  -0.493
C14 2.17 1.86 -3.26  -1.263
H19 -3.70 2.82 -2.60  0.403
H20 -2.98 1.38 -1.90  0.197
H21 -2.40 2.00 -3.46  0.261
H22 -2.13 3.43 -0.74  0.440
H23 -1.51 4.06 -2.29  0.647
H24 1.06 4.43 -1.30  0.563
H25 2.10 3.15 -0.64  0.453
H26 -0.38 4.29 0.81  0.331
H27 1.28 4.74 1.17  0.432
H28 0.74 3.09 1.46  0.013
H29 0.42 3.01 -3.75  0.589
H30 0.12 1.29 -3.76  0.117
H31 2.71 2.74 -2.90  0.379
H32 2.52 1.65 -4.27  0.390
H33 2.50 1.03 -2.62  0.244

* net charge: +1
* Kohn-Sham gap (alpha / beta): 9.46 / 9.37 eV

***

C14H33N5OP2Yb | ωB97M-V/def2-TZVPD

Last column: Löwdin spin population.
Geometry (Å):
Yb1 0.00 0.00 0.00  1.013
P1 -1.83 -1.01 0.75  0.044
P2 -0.28 2.19 0.30  0.015
N1 0.53 -1.79 -0.63  0.370
N2 1.63 0.51 -0.93  0.011
H1 2.25 -2.76 -1.44  0.012
H2 3.47 -0.41 -1.51  0.000
H3 2.51 -1.94 0.13  0.023
C1 1.97 -1.87 -0.84  0.043
H4 2.11 -0.66 -2.64  0.001
C2 2.37 -0.57 -1.56  0.002
H5 0.21 -3.87 -0.41  0.001
H6 2.91 2.05 -1.55  0.000
C3 -0.19 -2.87 -0.20  0.022
C4 1.97 1.80 -1.02  0.002
C5 -1.41 -2.73 0.44  0.361
C6 1.19 2.82 -0.50  0.014
H7 -2.04 -3.59 0.68  0.015
H8 1.49 3.87 -0.53  0.001
H9 -1.42 2.88 -0.20  0.003
H10 -0.35 2.72 1.63  0.000
H11 -3.09 -0.76 0.12  0.015
H12 -2.27 -0.93 2.10  0.010
H13 0.40 1.02 -2.99  0.000
C7 -0.63 0.64 -3.10  0.001
C8 -1.60 1.82 -3.17  0.001
C9 -0.73 -0.28 -4.31  0.000
O1 -0.96 -0.13 -1.91  0.012
H14 -1.40 2.41 -4.08  0.000
H15 -2.64 1.47 -3.19  0.000
H16 -1.46 2.49 -2.30  0.000
H17 -0.03 -1.13 -4.22  0.000
H18 -1.75 -0.68 -4.42  0.000
H19 -0.47 0.27 -5.24  0.000
H20 -0.44 -0.98 -1.92  0.004
C10 3.32 -0.32 3.82  0.000
N3 1.94 -0.12 4.25  0.002
C11 1.69 0.13 5.67  0.000
C12 0.84 -0.08 3.29  0.000
N4 1.12 -0.07 2.01  0.001
N5 -0.51 -0.02 3.78  0.000
C13 -1.01 -1.03 4.70  0.000
C14 -1.37 1.12 3.50  0.000
H21 4.03 -0.33 4.67  0.000
H22 3.63 0.51 3.15  0.000
H23 3.41 -1.29 3.30  0.000
H24 1.18 1.11 5.79  0.000
H25 1.09 -0.67 6.13  0.000
H26 2.63 0.18 6.26  0.000
H27 2.10 -0.10 1.70  0.000
H28 -1.24 -0.56 5.68  0.000
H29 -1.93 -1.48 4.30  0.000
H30 -0.27 -1.85 4.83  0.000
H31 -1.62 1.18 2.43  0.000
H32 -2.33 1.04 4.04  0.000
H33 -0.87 2.05 3.83  0.000

* net charge: +2
* Kohn-Sham gap (alpha / beta): 7.60 / 4.40 eV
* 2S+1: 3